# 1
The following is a DFT calculation (ωB97M-V with the def2-TZVPD basis set) of a structure of composition C4H5Br2O3S at a distorted geometry.

Geometry as XYZ:
```
15
Properties=species:S:1:pos:R:3:lowdin_charge:R:1
C -0.504 -0.498 1.380 -0.151
C -0.064 -0.148 -0.024 -0.526
C 0.494 0.635 1.121 -1.279
C 0.867 -1.241 -0.823 -0.051
O -2.037 1.411 -0.386 -0.407
O 0.025 1.970 -1.584 -0.396
O -1.350 0.065 -2.280 -0.365
S -0.956 0.928 -1.195 0.358
Br -0.019 2.351 1.472 0.793
Br 2.371 0.437 1.579 0.622
H -1.502 -0.303 1.849 0.120
H -0.037 -1.326 1.874 0.078
H 0.206 -1.399 -1.726 0.062
H 0.731 -2.196 -0.200 0.092
H 1.774 -0.687 -1.057 0.050
```

Computed properties:
HOMO-LUMO gap, eV: 8.21
Net charge: -1
Energy, eV: -161292.01764
Largest force on an atom, eV Å⁻¹: 4.177

# 2
The following is a DFT calculation (ωB97M-V with the def2-TZVPD basis set) of a cluster of 2 separate species, C4H5BrCl4 in total at a distorted geometry.

Geometry as XYZ:
```
14
Properties=species:S:1:pos:R:3:lowdin_charge:R:1
C -1.669 0.000 -2.136 -0.140
C -1.206 0.056 0.263 -0.631
C -0.560 0.012 -1.075 -0.885
C 0.782 -2.205 -2.110 -1.628
Cl 0.839 0.783 -1.339 0.715
Cl -1.728 1.716 0.571 0.583
Cl 0.101 -3.582 -1.335 0.540
Cl 0.561 -2.037 -3.884 0.487
Br 2.529 -1.688 -1.619 0.613
H -2.458 0.623 -1.723 0.053
H -1.335 0.256 -3.227 0.110
H -2.091 -0.913 -2.166 0.020
H -0.478 0.000 1.070 0.055
H -2.030 -0.665 0.518 0.109
```

Computed properties:
HOMO-LUMO gap (spin up / spin down), eV: 7.08 / 8.35
Energy, eV: -124357.46367
Largest force on an atom, eV Å⁻¹: 4.158

# 3
The following is a DFT calculation (ωB97M-V with the def2-TZVPD basis set) of the molecule C4H5BrN2O2 at a distorted geometry.

Geometry as XYZ:
```
14
Properties=species:S:1:pos:R:3:lowdin_charge:R:1
C -0.179 0.537 1.399 -0.580
C -0.532 2.557 -0.199 -0.689
C -0.716 -0.442 0.337 -0.597
C 0.298 -1.497 -0.176 -0.061
N -0.245 1.839 1.036 0.148
N -1.688 2.203 -0.802 -0.109
O 0.172 0.147 2.480 0.094
O 0.151 3.482 -0.516 0.064
Br -2.285 0.052 -0.279 1.198
H 0.230 -1.669 -1.158 0.019
H 0.149 -2.443 0.382 0.100
H 1.313 -1.049 0.040 0.112
H 0.526 2.370 1.540 0.188
H -1.912 2.850 -1.638 0.112
```

Computed properties:
HOMO-LUMO gap (spin up / spin down), eV: 7.11 / 8.04
Energy, eV: -81342.81289
Largest force on an atom, eV Å⁻¹: 4.689

# 4
The following is a DFT calculation (ωB97M-V with the def2-TZVPD basis set) of the molecule C4H5BrO at a distorted geometry.

Geometry as XYZ:
```
11
Properties=species:S:1:pos:R:3:lowdin_charge:R:1
C 1.177 -1.128 -0.248 -0.166
C 2.459 -1.099 -0.204 -0.471
C -0.850 0.190 0.461 -0.098
C -2.063 0.789 -0.184 -0.057
O 0.079 -0.368 -0.379 -0.039
Br 3.611 0.612 0.032 0.419
H 3.223 -1.936 -0.131 0.058
H -0.674 0.022 1.532 0.128
H -2.802 0.176 -0.596 0.057
H -1.838 1.449 -1.024 0.089
H -2.322 1.296 0.742 0.079
```

Computed properties:
HOMO-LUMO gap (spin up / spin down), eV: 8.56 / 7.19
Energy, eV: -76313.53721
Largest force on an atom, eV Å⁻¹: 2.937

# 5
The following is a DFT calculation (ωB97M-V with the def2-TZVPD basis set) of the molecule C4H5BrO2 at a distorted geometry.

Geometry as XYZ:
```
12
Properties=species:S:1:pos:R:3:lowdin_charge:R:1
C 0.431 -1.404 -0.356 -0.127
C 0.954 -0.006 -0.127 -0.712
Br 2.834 -0.009 0.174 0.733
C 0.444 1.213 -0.251 -0.255
O -0.860 1.455 -0.322 0.036
C -1.627 0.778 0.547 -0.355
O -2.811 0.620 0.383 0.083
H -0.701 -1.468 -0.118 0.104
H 1.034 -2.285 0.133 0.110
H 0.656 -1.443 -1.396 0.065
H 0.908 2.208 -0.214 0.136
H -1.263 0.340 1.546 0.183
```

Computed properties:
HOMO-LUMO gap, eV: 10.24
Energy, eV: -78364.66597
Structure (SMILES): C/C(Br)=C\OC=O
Largest force on an atom, eV Å⁻¹: 3.325

# 6
The following is a DFT calculation (ωB97M-V with the def2-TZVPD basis set) of a cluster of 2 separate species, C4H5BrS in total at a distorted geometry.

Geometry as XYZ:
```
11
Properties=species:S:1:pos:R:3:lowdin_charge:R:1
C 1.639 -0.262 -1.821 -0.178
C 2.047 0.411 -0.778 -0.684
C -0.783 1.412 1.002 -0.465
C -0.090 2.042 -0.142 -0.477
S -1.513 1.291 -0.629 0.859
Br 3.516 0.215 0.322 0.664
H 2.061 -1.043 -2.512 0.069
H 0.697 -0.155 -2.395 0.038
H -0.411 0.549 1.548 0.069
H -1.212 2.058 1.770 0.066
H 0.325 2.947 -0.451 0.040
```

Computed properties:
HOMO-LUMO gap (spin up / spin down), eV: 8.47 / 7.21
Energy, eV: -85100.87955
Largest force on an atom, eV Å⁻¹: 2.613

# 7
The following is a DFT calculation (ωB97M-V with the def2-TZVPD basis set) of a structure of composition C4H5CdO3 at a distorted geometry.

Geometry as XYZ:
```
13
Properties=species:S:1:pos:R:3:lowdin_charge:R:1
O 0.897 0.515 -0.481 -0.436
C 1.774 -0.635 -0.329 -0.321
C 0.955 -1.863 0.025 -0.524
O 0.132 -1.678 1.148 -0.516
Cd -0.448 0.129 1.017 1.399
H 2.274 -0.793 -1.307 0.020
H 1.690 -2.682 0.186 0.080
H 0.326 -2.188 -0.843 0.073
O -1.708 1.394 0.202 -0.393
C -1.422 1.222 -1.089 -0.402
C -0.269 0.648 -1.498 -0.152
H -2.136 1.623 -1.826 0.091
H 0.021 0.577 -2.549 0.079
```

Computed properties:
HOMO-LUMO gap, eV: 5.51
Net charge: -1
Energy, eV: -14931.17856
Largest force on an atom, eV Å⁻¹: 3.525

# 8
The following is a DFT calculation (ωB97M-V with the def2-TZVPD basis set) of a structure of composition C4H5CeO6 at a distorted geometry.

Geometry as XYZ:
```
16
Properties=species:S:1:pos:R:3:lowdin_charge:R:1
O -2.604 0.282 0.108 -0.066
C -1.950 -0.693 0.581 -0.777
O -2.483 -1.431 1.461 -0.062
O -0.770 -1.041 0.122 -0.007
Ce -4.848 -0.432 1.405 2.261
C -0.428 -0.331 -1.513 0.088
C 0.726 -0.402 -0.576 -0.134
H -0.637 -1.252 -2.068 0.145
H -0.868 0.667 -1.606 0.137
H 1.331 -1.301 -0.454 0.177
O 0.996 0.799 0.116 0.114
C 2.163 0.877 0.751 -0.599
O 3.006 0.018 0.795 0.165
O 2.286 2.104 1.231 0.192
H 3.173 2.223 1.596 0.158
H 0.907 -0.086 -1.950 0.209
```

Computed properties:
Spin multiplicity: 2
HOMO-LUMO gap (spin up / spin down), eV: 3.63 / 3.42
Net charge: +2
Energy, eV: -29418.41966
Largest force on an atom, eV Å⁻¹: 9.778

# 9
The following is a DFT calculation (ωB97M-V with the def2-TZVPD basis set) of the molecule C4H5Cl at a distorted geometry.

Geometry as XYZ:
```
10
Properties=species:S:1:pos:R:3:lowdin_charge:R:1
C 1.076 -1.043 0.224 -0.048
C -0.013 -0.098 0.116 -0.224
C -1.269 0.253 0.111 -0.612
Cl -2.972 -0.156 0.260 0.599
C -0.362 1.322 -0.378 -0.071
H 0.846 -2.143 0.185 0.106
H 1.459 -0.846 1.211 0.080
H 1.857 -0.850 -0.452 0.062
H -0.314 2.240 0.109 0.064
H -0.309 1.321 -1.388 0.044
```

Computed properties:
HOMO-LUMO gap, eV: 9.83
Energy, eV: -16748.47691
Structure (SMILES): CC1=C(Cl)C1
Largest force on an atom, eV Å⁻¹: 3.462

# 10
The following is a DFT calculation (ωB97M-V with the def2-TZVPD basis set) of the molecule C4H5Cl2F at a distorted geometry.

Geometry as XYZ:
```
12
Properties=species:S:1:pos:R:3:lowdin_charge:R:1
C 1.111 -0.975 0.109 -0.059
C 0.885 0.491 -0.189 -0.417
F 1.500 1.397 0.742 -0.084
C -0.652 0.704 -0.149 -0.681
Cl -0.927 2.457 -0.016 0.656
C -1.602 -0.157 0.041 -0.652
Cl -3.225 0.300 0.313 0.643
H 0.530 -0.937 1.220 0.164
H 2.171 -1.494 -0.029 0.125
H 0.386 -1.414 -0.626 0.060
H 1.144 0.896 -1.135 0.121
H -1.320 -1.268 -0.281 0.124
```

Computed properties:
HOMO-LUMO gap, eV: 10.50
Energy, eV: -31989.28581
Structure (SMILES): C[C@H](F)/C(Cl)=C/Cl
Largest force on an atom, eV Å⁻¹: 4.230

# 11
The following is a DFT calculation (ωB97M-V with the def2-TZVPD basis set) of the molecule C4H5Cl2FO2S at a distorted geometry.

Geometry as XYZ:
```
15
Properties=species:S:1:pos:R:3:lowdin_charge:R:1
C -2.553 -3.101 -0.554 -0.076
C -0.454 -2.069 -0.264 -0.712
C 1.237 3.121 0.402 -1.164
C 2.749 2.950 0.771 -0.298
H -2.356 -3.854 0.224 0.094
H -2.372 -3.570 -1.529 0.094
H -3.610 -2.765 -0.505 0.104
H -0.104 -3.126 -0.302 0.084
H 3.195 3.962 0.714 0.123
O -1.773 -1.929 -0.336 -0.173
O 3.239 1.925 1.151 0.077
F 0.441 3.861 1.121 -0.025
S 0.582 -0.854 -0.063 0.668
Cl 0.459 1.613 0.526 0.653
Cl 1.319 3.838 -1.358 0.551
```

Computed properties:
HOMO-LUMO gap, eV: 8.53
Energy, eV: -46918.53166
Largest force on an atom, eV Å⁻¹: 3.318

# 12
The following is a DFT calculation (ωB97M-V with the def2-TZVPD basis set) of a structure of composition C4H5Cl2P at a distorted geometry.

Geometry as XYZ:
```
12
Properties=species:S:1:pos:R:3:lowdin_charge:R:1
C -0.415 0.224 -1.046 -0.171
C 0.521 0.565 -0.101 -0.121
C -1.314 -0.813 -0.688 -0.266
C 0.318 -0.076 1.251 -0.296
P -1.219 -1.085 1.003 0.469
Cl -2.860 -0.160 3.095 -0.315
Cl -1.262 -2.958 1.646 0.320
H -0.166 0.497 -2.088 0.120
H 1.246 1.207 -0.172 0.044
H -2.246 -1.154 -1.020 0.043
H 1.262 -0.623 1.568 0.129
H -0.003 0.556 2.025 0.045
```

Computed properties:
HOMO-LUMO gap (spin up / spin down), eV: 6.59 / 6.66
Energy, eV: -38560.32951
Largest force on an atom, eV Å⁻¹: 6.490

# 13
The following is a DFT calculation (ωB97M-V with the def2-TZVPD basis set) of a structure of composition C4H5Cl3O at a distorted geometry.

Geometry as XYZ:
```
13
Properties=species:S:1:pos:R:3:lowdin_charge:R:1
C 1.740 0.280 0.312 -0.107
C 0.226 0.874 0.256 -1.241
C -0.792 -0.054 -0.510 -0.710
C -1.401 -1.415 0.098 -0.160
H 1.441 -0.503 1.109 0.095
H 2.577 1.026 0.557 0.103
H 2.029 -0.127 -0.605 0.025
H -1.735 0.634 -0.474 0.099
H -0.909 -2.589 -0.545 0.213
O -2.340 -1.254 1.074 -0.117
Cl -0.685 1.024 1.824 0.659
Cl 0.233 2.288 -0.727 0.659
Cl -0.383 -0.187 -2.371 0.482
```

Computed properties:
HOMO-LUMO gap, eV: 9.81
Energy, eV: -43840.01497
Largest force on an atom, eV Å⁻¹: 9.610

# 14
The following is a DFT calculation (ωB97M-V with the def2-TZVPD basis set) of the molecule C4H5ClF2O at a distorted geometry.

Geometry as XYZ:
```
13
Properties=species:S:1:pos:R:3:lowdin_charge:R:1
C -1.129 1.726 0.719 0.016
C -0.884 0.319 0.248 -0.488
O -1.791 -0.645 0.648 0.011
C -0.347 0.085 -1.145 -0.189
F -0.092 1.162 -1.932 0.051
C 0.549 -0.110 0.032 -0.753
F 1.512 0.807 0.238 0.046
Cl 1.075 -1.722 0.500 0.729
H -1.016 1.797 1.806 0.095
H -0.421 2.435 0.272 0.095
H -2.135 2.020 0.469 0.088
H -1.584 -0.874 1.597 0.137
H -0.700 -0.772 -1.708 0.163
```

Computed properties:
HOMO-LUMO gap, eV: 10.88
Energy, eV: -24232.59363
Structure (SMILES): C[C@@]1(O)[C@@H](F)[C@]1(F)Cl
Largest force on an atom, eV Å⁻¹: 1.687

# 15
The following is a DFT calculation (ωB97M-V with the def2-TZVPD basis set) of the molecule C4H5ClFN at a distorted geometry.

Geometry as XYZ:
```
12
Properties=species:S:1:pos:R:3:lowdin_charge:R:1
H -4.496 -0.510 0.660 0.085
N -3.621 0.044 0.574 0.129
C -2.613 -0.538 0.127 -0.328
F -2.525 -1.743 -0.549 0.022
C -1.069 0.444 0.046 -0.576
Cl -1.385 2.162 0.094 0.648
C -0.010 -0.253 -0.172 -0.186
C 1.428 0.369 -0.196 -0.069
H -0.169 -1.275 -0.017 0.084
H 2.031 0.015 -0.949 0.027
H 1.824 0.324 0.844 0.086
H 1.385 1.514 -0.274 0.079
```

Computed properties:
HOMO-LUMO gap, eV: 10.81
Energy, eV: -20956.72693
Structure (SMILES): [H]/N=C(F)/C(Cl)=C/C
Largest force on an atom, eV Å⁻¹: 5.959

# 16
The following is a DFT calculation (ωB97M-V with the def2-TZVPD basis set) of the molecule C4H5ClN2S at a distorted geometry.

Geometry as XYZ:
```
13
Properties=species:S:1:pos:R:3:lowdin_charge:R:1
N -2.103 -0.639 0.015 0.097
C -0.724 -0.722 -0.027 -0.279
C 0.097 -1.780 0.074 -0.378
S 1.861 -1.564 -0.123 0.925
C 1.646 0.145 -0.084 -1.077
Cl 3.033 1.114 -0.062 0.659
C 0.395 0.590 0.076 -0.321
N 0.048 1.940 0.295 0.046
H -2.371 0.290 -0.224 0.082
H -2.404 -1.474 -0.432 0.088
H -0.110 -2.756 0.171 0.010
H 0.017 2.382 -0.609 0.078
H 0.616 2.474 0.930 0.070
```

Computed properties:
HOMO-LUMO gap, eV: 8.84
Energy, eV: -30565.22506
Structure (SMILES): Nc1csc(Cl)c1N
Largest force on an atom, eV Å⁻¹: 5.823

# 17
The following is a DFT calculation (ωB97M-V with the def2-TZVPD basis set) of the molecule C4H5ClN2S at a distorted geometry.

Geometry as XYZ:
```
13
Properties=species:S:1:pos:R:3:lowdin_charge:R:1
C -0.282 -0.512 -1.019 -0.054
N 0.422 -0.243 0.150 -0.202
C -0.238 -0.240 1.413 -0.052
C 0.670 0.254 2.327 -0.746
Cl 0.407 0.541 4.037 0.645
N 1.868 0.580 1.768 0.045
C 1.602 0.330 0.164 -0.820
S 2.641 0.708 -0.990 0.641
H -0.674 0.436 -1.439 0.119
H 0.444 -0.951 -1.686 0.083
H -1.101 -1.056 -0.679 0.072
H -1.240 -0.491 1.410 0.091
H 2.845 0.745 2.209 0.178
```

Computed properties:
HOMO-LUMO gap, eV: 8.49
Energy, eV: -30565.63370
Structure (SMILES): Cn1cc(Cl)[nH]c1=S
Largest force on an atom, eV Å⁻¹: 4.855

# 18
The following is a DFT calculation (ωB97M-V with the def2-TZVPD basis set) of a structure of composition C4H5ClN2S at a distorted geometry.

Geometry as XYZ:
```
13
Properties=species:S:1:pos:R:3:lowdin_charge:R:1
C 2.116 0.295 1.125 -0.509
C 0.094 -0.586 -0.237 -0.715
C -0.857 0.318 0.156 -0.683
C -2.074 -0.262 0.209 -0.267
H 2.648 1.317 0.420 0.089
H 3.020 -0.390 2.099 0.160
H 0.794 0.358 1.573 0.130
H 0.588 -2.560 0.016 0.142
H -1.202 -2.098 -0.142 0.072
N -0.215 -1.941 -0.484 0.013
N -2.985 -1.040 0.503 0.153
S 1.833 -0.552 -0.419 0.793
Cl -0.497 2.028 -0.289 0.623
```

Computed properties:
HOMO-LUMO gap, eV: 8.71
Energy, eV: -30560.61549
Largest force on an atom, eV Å⁻¹: 10.121

# 19
The following is a DFT calculation (ωB97M-V with the def2-TZVPD basis set) of the molecule C4H5ClO at a distorted geometry.

Geometry as XYZ:
```
11
Properties=species:S:1:pos:R:3:lowdin_charge:R:1
Cl -0.502 0.078 3.761 0.568
C 0.415 -0.332 2.316 -0.557
C -0.009 -0.014 1.084 -0.118
C 0.552 0.127 -0.374 -0.230
C -0.476 0.380 -1.401 -0.165
O 0.103 1.382 -0.748 -0.027
H 1.408 -0.733 2.435 0.057
H -0.962 0.493 1.121 0.088
H 1.636 -0.079 -0.366 0.151
H -0.194 0.056 -2.412 0.120
H -1.519 0.379 -1.196 0.112
```

Computed properties:
HOMO-LUMO gap, eV: 10.34
Energy, eV: -18795.93320
Structure (SMILES): Cl/C=C/[C@H]1CO1
Largest force on an atom, eV Å⁻¹: 4.858

# 20
The following is a DFT calculation (ωB97M-V with the def2-TZVPD basis set) of a cluster of 4 separate species, C4H5ClOS in total at a distorted geometry.

Geometry as XYZ:
```
12
Properties=species:S:1:pos:R:3:lowdin_charge:R:1
C 1.606 -1.245 -1.042 -0.087
C 0.120 0.008 0.017 -0.353
C -0.805 0.376 0.987 -0.805
C -1.703 1.565 0.856 -0.720
H 1.349 -2.490 -1.738 0.175
H 0.897 -0.084 -1.844 0.201
H 2.919 -1.122 -0.448 0.185
H 0.472 0.828 -0.677 0.110
H -1.629 2.085 -0.245 0.116
O 0.751 -1.079 0.108 -0.214
S -2.719 2.011 2.049 0.635
Cl -1.257 -0.854 1.977 0.757
```

Computed properties:
HOMO-LUMO gap, eV: 7.93
Energy, eV: -29626.82826
Largest force on an atom, eV Å⁻¹: 6.804